# 1
A structure of composition C20H36N4O3PmSSi3 in a non-equilibrium geometry. Source: the Open Molecules 2025 dataset; level of theory: the ωB97M-V functional and the def2-TZVPD basis.

Geometry (Å):
Pm1 0.2484 0.7241 -0.5969
C1 -2.1938 3.5970 -0.8062
O1 -1.7981 2.2328 -0.6686
Si1 -2.9562 0.9986 -0.2987
C2 -3.2757 1.2819 1.5400
C3 -4.5693 1.2198 -1.2381
C4 -1.8964 -0.4650 -0.7411
Si2 -1.6918 -1.8206 0.5446
C5 -0.4714 -3.1659 0.0060
C6 -3.3267 -2.6127 1.0531
C7 -0.9475 -0.9948 2.1234
Si3 -1.7896 -0.8199 -2.5910
C8 -1.6119 0.8659 -3.5024
C9 -0.1048 -1.5705 -3.1038
C10 -3.1921 -1.8567 -3.2949
H1 -2.8866 3.8816 -0.0113
H2 -2.6752 3.7510 -1.7734
H3 -1.3128 4.2328 -0.7374
H4 -3.9774 2.1037 1.6979
H5 -2.3468 1.5361 2.0540
H6 -3.7020 0.3964 2.0136
H7 -5.0301 2.1928 -1.0534
H8 -5.2693 0.4569 -0.8882
H9 -4.4618 1.0954 -2.3167
H10 -0.8630 -3.7428 -0.8348
H11 -0.2793 -3.8712 0.8176
H12 0.4854 -2.7418 -0.3000
H13 -3.7853 -3.1302 0.2077
H14 -4.0311 -1.8504 1.3942
H15 -3.2048 -3.3377 1.8612
H16 -0.3379 -0.1028 1.8948
H17 -0.3241 -1.6847 2.6936
H18 -1.7393 -0.6679 2.7963
H19 -0.7207 1.4103 -3.1416
H20 -2.4702 1.5277 -3.3778
H21 -1.4725 0.7106 -4.5733
H22 0.7295 -0.8893 -2.8849
H23 -0.0830 -1.7504 -4.1798
H24 0.1131 -2.5193 -2.6139
H25 -4.1643 -1.4894 -2.9614
H26 -3.1005 -2.8911 -2.9548
H27 -3.1879 -1.8642 -4.3866
N1 4.9447 -3.1234 4.5201
C11 4.4805 -2.3956 3.4689
C12 5.3562 -1.6140 2.6972
C13 4.8920 -0.8847 1.6270
C14 3.5444 -0.9485 1.2988
C15 2.6591 -1.7304 2.0378
C16 3.1197 -2.4476 3.1140
S1 2.8690 0.0542 0.0490
O2 1.8046 -0.7469 -0.6333
O3 3.8195 0.5906 -0.8734
N2 1.9767 1.2160 0.7619
C17 2.2965 2.4689 0.2688
N3 1.3660 3.0098 -0.5540
C18 1.6458 4.2109 -1.0720
C19 2.8310 4.8608 -0.8161
C20 3.7372 4.1953 0.0011
N4 3.4702 3.0209 0.5502
H28 5.8759 -2.9619 4.8590
H29 4.2961 -3.5424 5.1610
H30 6.4082 -1.5835 2.9502
H31 5.5583 -0.2689 1.0364
H32 1.6249 -1.7812 1.7318
H33 2.4438 -3.0604 3.6974
H34 0.8982 4.6469 -1.7240
H35 3.0416 5.8289 -1.2440
H36 4.7149 4.6101 0.2190

Spin multiplicity   5
E_LUMO (spin up / spin down)   -2.9 / -2.8 eV
Charge   +1
E_HOMO (spin up / spin down)   -0.393 / -0.392 hartree

=====

# 2
A cluster of 6 separate species, C20H37Br10F3NO2P in total in a non-equilibrium geometry. Source: the Open Molecules 2025 dataset; level of theory: the ωB97M-V functional and the def2-TZVPD basis.

Geometry (Å):
C1 0.1985 5.3294 1.7291
C2 -1.2434 4.9450 1.0951
C3 -1.3868 3.3275 0.9005
C4 -0.9661 2.8955 -0.6042
C5 -2.2546 2.4441 -1.4494
C6 0.1783 1.7839 -0.4714
O1 -0.2133 0.3917 -0.2068
C7 0.5477 -0.6153 -0.9137
O2 0.8606 -1.7489 -0.5062
C8 0.9317 0.1144 -2.3255
C9 -0.3763 -0.1497 -3.2121
F1 -1.4247 -0.8244 -2.5484
F2 0.0358 -1.0255 -4.2862
F3 -0.9181 0.9887 -3.8368
C10 1.2101 1.5613 -1.7033
P1 1.6406 3.0329 -2.8209
N1 0.3777 3.6473 -3.6005
H1 0.6746 6.2199 1.1872
H2 0.9343 4.4555 1.6463
H3 0.0930 5.6236 2.8381
H4 -2.0317 5.3426 1.8303
H5 -1.3444 5.4763 0.0742
H6 -0.7362 2.8351 1.7043
H7 -2.5141 3.0861 1.0517
H8 -0.5163 3.8193 -1.1101
H9 -3.2375 2.8491 -0.9952
H10 -2.1717 2.8576 -2.5255
H11 -2.3296 1.3032 -1.5109
H12 0.8154 2.0827 0.4358
H13 1.8245 -0.2945 -2.9017
H14 2.2236 1.3822 -1.1627
H15 2.7148 2.6695 -3.7305
H16 2.1761 4.0477 -1.9554
H17 0.6331 3.5845 -4.6100
Br1 -1.0868 3.9877 5.2713
C11 -2.1576 2.3644 5.4147
C12 -2.5719 1.8611 4.0546
Br2 -4.0308 2.9250 3.3230
H18 -3.0004 2.5953 6.0653
H19 -1.5089 1.6398 5.9109
H20 -2.9675 0.8462 4.1253
H21 -1.7653 1.8811 3.3224
Br3 -1.2192 8.5297 2.6502
C13 -2.6917 8.9461 3.8586
C14 -3.0573 7.7509 4.7003
Br4 -4.0739 6.4538 3.6664
H22 -3.5136 9.3112 3.2438
H23 -2.3246 9.7603 4.4869
H24 -3.7153 8.0444 5.5203
H25 -2.1917 7.2264 5.1054
Br5 -1.2246 -6.5751 -5.3887
C15 -1.3976 -4.6328 -5.3815
C16 -1.3458 -4.0841 -3.9774
Br6 -3.0292 -4.3745 -3.0403
H26 -2.3223 -4.3936 -5.9055
H27 -0.5497 -4.2706 -5.9662
H28 -1.2133 -3.0018 -3.9937
H29 -0.5615 -4.5325 -3.3679
Br7 2.5218 -7.2085 0.2778
C17 2.0865 -6.2897 -1.3858
C18 1.0168 -7.0255 -2.1543
Br8 1.7427 -8.5957 -3.0518
H30 3.0175 -6.1778 -1.9405
H31 1.7300 -5.3036 -1.0798
H32 0.6203 -6.3991 -2.9553
H33 0.1942 -7.3694 -1.5274
Br9 7.5728 -9.2639 3.0924
C19 6.3720 -10.1639 1.8477
C20 5.1914 -9.2922 1.4979
Br10 3.8859 -9.2551 2.9446
H34 6.0891 -11.1105 2.3069
H35 6.9787 -10.3617 0.9618
H36 4.6537 -9.7010 0.6404
H37 5.4649 -8.2580 1.2898

Spin multiplicity   1
E_LUMO   0.1 eV
E_HOMO   -0.333 hartree

=====

# 3
A cluster of 6 separate species, C20H37F9O7S in total in a non-equilibrium geometry. Source: the Open Molecules 2025 dataset; level of theory: the ωB97M-V functional and the def2-TZVPD basis.

Geometry (Å):
O1 2.9365 0.4743 3.5747
C1 2.1091 0.3169 2.7024
C2 2.2660 -0.6696 1.6045
C3 1.8243 -0.3397 0.3884
C4 1.1866 0.9903 0.2220
O2 1.3215 1.6450 -0.7950
C5 0.4141 1.4742 1.4011
C6 -0.8410 2.2835 1.1902
C7 -2.0452 1.4201 1.5617
C8 -3.3195 1.8047 0.8474
F1 -3.8546 2.9512 1.3249
F2 -3.0318 2.0473 -0.4734
C9 -4.4100 0.7039 0.7525
F3 -3.8755 -0.3180 0.0426
F4 -5.4681 1.1699 0.0700
S1 -5.0016 -0.0353 2.3904
F5 -5.6247 -1.2674 1.5912
F6 -6.3923 0.7079 2.2727
F7 -4.4233 1.1724 3.2171
F8 -3.6486 -0.8305 2.5408
F9 -5.4942 -0.6835 3.7372
C10 0.8688 1.1422 2.6144
H1 2.7438 -1.6137 1.7852
H2 1.9535 -0.9921 -0.4561
H3 -0.7753 3.1773 1.7945
H4 -0.8452 2.5946 0.1519
H5 -1.8369 0.3679 1.4253
H6 -2.2223 1.5372 2.6257
H7 0.3593 1.4697 3.5059
C11 6.7537 -1.4663 -0.9842
C12 5.6059 -0.8932 -0.1763
O3 4.5268 -1.8226 -0.0778
H8 6.4164 -1.7280 -1.9876
H9 7.5725 -0.7501 -1.0655
H10 7.1352 -2.3770 -0.5163
H11 5.2157 0.0055 -0.6535
H12 5.9366 -0.6304 0.8331
H13 4.8660 -2.6146 0.3510
C13 7.2294 -1.3363 4.9527
C14 6.7875 -1.1840 3.5098
O4 6.4088 -2.4392 2.9394
H14 8.0700 -2.0273 5.0220
H15 7.5287 -0.3759 5.3737
H16 6.4191 -1.7416 5.5632
H17 7.6024 -0.7929 2.9024
H18 5.9441 -0.4891 3.4389
H19 5.6816 -2.7849 3.4635
C15 2.5437 2.8257 -4.6991
C16 3.4953 1.7780 -4.1514
O5 3.6884 1.9318 -2.7493
H20 2.9289 3.8273 -4.5021
H21 2.4073 2.7085 -5.7763
H22 1.5690 2.7490 -4.2212
H23 4.4774 1.8633 -4.6158
H24 3.1108 0.7708 -4.3546
H25 2.8228 1.8436 -2.3357
C17 -9.0410 -4.0713 0.8503
C18 -9.5039 -2.6714 0.4902
O6 -9.4375 -1.7883 1.6059
H26 -9.6462 -4.4730 1.6634
H27 -9.1146 -4.7428 -0.0066
H28 -8.0023 -4.0583 1.1894
H29 -10.5439 -2.6841 0.1687
H30 -8.8991 -2.2691 -0.3301
H31 -8.5213 -1.7529 1.8942
C19 -2.4598 0.9095 -5.4940
C20 -0.9830 1.1858 -5.2795
O7 -0.7701 2.3833 -4.5366
H32 -2.9295 1.7441 -6.0146
H33 -2.6086 0.0016 -6.0803
H34 -2.9728 0.7892 -4.5368
H35 -0.4773 1.3224 -6.2340
H36 -0.5083 0.3455 -4.7604
H37 -1.1980 2.2790 -3.6821

Spin multiplicity   1
E_LUMO   -1.3 eV
E_HOMO   -0.357 hartree

=====

# 4
An isolated molecule of C20H37IN2O7P2 in a non-equilibrium geometry. Source: the Open Molecules 2025 dataset; level of theory: the ωB97M-V functional and the def2-TZVPD basis.

Geometry (Å):
C1 -1.1975 3.8949 -3.8937
C2 -1.3466 2.6527 -3.0152
C3 -1.0733 2.9348 -1.5288
C4 -0.5068 1.7580 -0.7227
C5 0.2970 2.3358 0.4633
C6 -1.5690 0.7388 -0.2431
C7 -2.6210 1.4418 0.6071
C8 -4.0328 0.9294 0.4496
O1 -4.3910 -0.2127 0.3230
I1 -5.5499 2.5081 0.5343
C9 -2.0526 0.0489 -1.5258
O2 -3.0678 0.2388 -2.1506
N1 -1.0462 -0.8802 -1.9100
C10 -0.3222 -1.3484 -0.7121
C11 1.1944 -1.1483 -0.8906
C12 2.1008 -2.0601 -0.0469
C13 3.3894 -1.3962 0.4635
C14 3.1878 -0.1766 1.3449
C15 2.7293 -0.5365 2.7499
O3 2.0265 0.5668 3.3540
C16 2.8536 1.5545 3.8057
C17 2.5876 2.9229 3.2601
O4 3.7302 1.3418 4.6253
P1 -0.8446 -3.1680 -0.7217
P2 -0.7055 -3.7898 -2.8050
O5 -1.9849 -3.5590 -3.4775
O6 -0.2422 -5.3160 -2.7387
O7 0.4993 -3.0595 -3.6052
C18 -0.9266 -0.4895 0.4666
C19 -1.8244 -1.2549 1.4453
C20 -1.0456 -2.1379 2.4462
N2 -1.4450 -3.5477 2.4875
H1 -1.2162 4.8068 -3.3075
H2 -0.3052 3.8671 -4.5074
H3 -2.0330 3.9611 -4.5827
H4 -0.7401 1.8213 -3.3666
H5 -2.3738 2.3176 -3.1044
H6 -1.9718 3.3636 -1.0953
H7 -0.3220 3.7214 -1.4896
H8 0.2171 1.2913 -1.3746
H9 0.2493 1.7305 1.3602
H10 1.3230 2.5213 0.1702
H11 -0.1105 3.3092 0.7282
H12 -2.6423 2.5083 0.4410
H13 -2.3490 1.3276 1.6523
H14 -0.4247 -0.5412 -2.6250
H15 1.4016 -1.3618 -1.9351
H16 1.4601 -0.1230 -0.6639
H17 2.4067 -2.8850 -0.6835
H18 1.5849 -2.5167 0.7926
H19 4.0446 -1.1996 -0.3798
H20 3.9005 -2.1417 1.0713
H21 2.4989 0.5569 0.9407
H22 4.1462 0.3334 1.4341
H23 2.0378 -1.3695 2.7654
H24 3.5693 -0.7943 3.3874
H25 1.6101 3.2660 3.5875
H26 2.5837 2.9107 2.1773
H27 3.3427 3.5991 3.6293
H28 0.1866 -3.8888 -0.0855
H29 0.1912 -5.5303 -3.5733
H30 0.0784 -2.3252 -4.0633
H31 -0.0506 -0.2436 1.0634
H32 -2.4011 -0.5711 2.0545
H33 -2.5586 -1.8608 0.9267
H34 -1.2196 -1.7337 3.4403
H35 0.0236 -2.0394 2.2825
H36 -0.6945 -4.1494 2.1930
H37 -2.2439 -3.7248 1.9008

Energy relative to the best compared isomer or geometry (same formula, charge and spin)   66.3 kJ/mol
Spin multiplicity   1
E_LUMO   0.1 eV
E_HOMO   -0.330 hartree

=====

# 5
A cluster of 3 separate species, C20H37N3O3 in total in a non-equilibrium geometry. Source: the Open Molecules 2025 dataset; level of theory: the ωB97M-V functional and the def2-TZVPD basis.

Geometry (Å):
C1 -1.8226 -1.4456 -4.8102
H1 -2.8658 -1.5001 -5.3012
H2 -1.2559 -2.2412 -5.1948
H3 -1.3391 -0.4690 -5.3165
C2 -1.8088 -0.9763 -3.2643
C3 -2.4552 -2.4304 -2.5619
H4 -3.4047 -2.7530 -2.9639
H5 -2.6379 -2.1518 -1.7021
H6 -1.7336 -3.2426 -2.7983
C4 -0.4828 -0.8661 -2.7369
H7 0.0327 -0.2059 -3.4361
H8 0.3345 -1.7867 -3.0351
C5 -0.4278 -0.3860 -1.1689
N1 -1.3240 0.4841 -1.0250
C6 -2.3560 0.5553 -0.2739
O1 -2.8447 -0.7206 0.2511
C7 -3.1761 1.8402 0.1743
C8 -4.0925 1.9796 -1.0443
C9 -4.9473 3.3352 -1.0658
C10 -5.6747 3.1381 0.4246
C11 -6.3683 4.6058 0.5800
H9 -7.1048 4.4953 -0.1776
H10 -7.0229 4.3959 1.4767
H11 -5.7910 5.2252 0.7154
C12 -4.5750 3.1138 1.2879
C13 -3.9574 1.7624 1.2991
H12 -4.5698 0.9879 1.4784
H13 -3.2013 1.5429 2.0077
H14 -5.2018 2.8755 2.5976
H15 -4.0513 3.8499 1.6783
H16 -6.3430 2.4028 0.2371
H17 -5.4925 3.5609 -1.7859
H18 -4.2277 4.1327 -0.9320
H19 -4.7539 1.2588 -1.1018
H20 -3.5121 2.1033 -2.0149
H21 -2.4298 2.4581 -0.1118
H22 -0.8167 1.5890 -1.2362
H23 -0.9427 -1.6391 -0.5609
C14 0.9912 -0.2787 -0.8657
O2 1.4397 0.7304 -0.8111
N2 1.6255 -1.3600 -0.4879
H24 1.3815 -2.4945 -0.5079
C15 3.2128 -1.2200 -0.0993
H25 3.4606 -0.1138 -0.2237
H26 3.8979 -1.8755 -0.8173
C16 3.1376 -1.4343 1.3252
N3 4.5733 -1.6328 1.7838
C17 5.2369 -0.3233 1.8837
H27 5.3175 0.1373 0.6844
C18 6.9492 -0.8047 2.0821
O3 7.0033 -1.3812 3.2134
C19 6.3069 -2.5955 3.1569
C20 4.6899 -2.2929 2.8071
H28 4.2146 -3.3704 2.9838
H29 4.2243 -1.8410 3.8788
H30 6.3316 -3.3052 4.2049
H31 6.7743 -3.1712 2.4482
H32 7.4439 0.1798 2.2471
H33 7.2555 -1.3187 1.1728
H34 4.6966 0.0561 2.6868
H35 2.7528 -2.3610 1.4953
H36 2.6799 -0.8109 1.9587
H37 -2.5008 -0.2700 -3.1831

Energy relative to the best compared isomer or geometry (same formula, charge and spin)   2284.3 kJ/mol
Spin multiplicity   1
E_LUMO   0.5 eV
E_HOMO   -0.305 hartree

=====

# 6
A cluster of 2 separate species, C20H37N3OP in total in a non-equilibrium geometry. Source: the Open Molecules 2025 dataset; level of theory: the ωB97M-V functional and the def2-TZVPD basis.

Geometry (Å):
C1 6.2077 -0.1324 3.5680
O1 5.5107 1.0855 3.1834
C2 4.2358 0.9455 2.7325
C3 3.4922 2.1267 2.4654
C4 2.1264 2.0521 2.2520
C5 1.4982 0.8024 2.2634
C6 0.0029 0.6572 2.1074
N1 -0.7396 0.8214 3.3433
C7 -2.1856 0.9128 3.1498
C8 -0.3695 -0.1195 4.3928
C9 2.2371 -0.3650 2.3952
C10 3.6002 -0.3153 2.6211
H1 7.2055 0.2107 3.8376
H2 5.7231 -0.6236 4.4271
H3 6.2648 -0.8468 2.7318
H4 3.9977 3.0904 2.4950
H5 1.5229 2.9409 2.0500
H6 -0.3580 1.3888 1.3706
H7 -2.6660 0.6448 4.1004
H8 -2.4783 1.9424 2.8956
H9 -2.5226 0.2294 2.3444
H10 -1.2082 -0.1991 5.0929
H11 -0.1447 -1.1141 3.9695
H12 0.4963 0.2300 4.9672
H13 1.7168 -1.3208 2.3067
H14 4.1389 -1.2364 2.8265
C11 1.8999 -1.4125 -3.6146
C12 1.1810 -0.2250 -2.9885
C13 1.8200 0.0374 -1.6191
C14 1.3284 1.0434 -3.8321
N2 -0.2375 -0.5702 -2.8552
C15 -0.6196 -1.8780 -2.3423
C16 -2.0998 -1.8245 -1.9990
N3 -2.5870 -0.4934 -2.3448
C17 -3.8998 -0.0541 -1.8664
C18 -4.8971 -1.1742 -2.1238
C19 -4.3005 1.2422 -2.5784
C20 -3.8828 0.2135 -0.3593
P1 -1.4724 0.5004 -3.0242
H15 -0.1665 -0.3450 1.7461
H16 1.3963 -1.7588 -4.5240
H17 2.9154 -1.1009 -3.8738
H18 1.9806 -2.2531 -2.9140
H19 1.3774 0.9016 -1.1099
H20 1.7383 -0.8320 -0.9569
H21 2.8870 0.2440 -1.7726
H22 0.9602 1.9317 -3.3037
H23 2.3911 1.2040 -4.0441
H24 0.8087 0.9795 -4.7930
H25 -0.4382 -2.6413 -3.1122
H26 -0.0386 -2.1578 -1.4522
H27 -2.6514 -2.5775 -2.5799
H28 -2.2475 -2.0504 -0.9318
H29 -4.7376 -2.0240 -1.4499
H30 -5.9004 -0.7858 -1.9324
H31 -4.8499 -1.5322 -3.1576
H32 -3.6772 2.0927 -2.2707
H33 -4.2516 1.1615 -3.6699
H34 -5.3370 1.4794 -2.3121
H35 -3.1779 1.0081 -0.0838
H36 -4.8887 0.5315 -0.0550
H37 -3.6301 -0.6882 0.2116

Spin multiplicity   1
E_LUMO   -4.3 eV
Charge   +1
E_HOMO   -0.377 hartree

=====

# 7
A cluster of 3 separate species, C20H37N4O2S in total in a non-equilibrium geometry. Source: the Open Molecules 2025 dataset; level of theory: the ωB97M-V functional and the def2-TZVPD basis.

Geometry (Å):
C1 3.8739 3.8962 -2.8966
C2 4.6659 3.0014 -1.8212
C3 4.1023 2.7957 -0.3709
N1 4.8694 1.9827 0.5720
C4 6.1100 1.3446 0.2181
C5 6.7597 1.4905 -1.1894
C6 6.0367 2.3658 -2.2845
C7 6.6322 2.6135 -3.7434
O1 7.6009 3.4130 -3.8539
O2 6.1417 2.0353 -4.9523
N2 6.2574 0.6559 -4.9274
C8 5.0356 0.1790 -5.1612
S1 3.4321 -0.1475 -5.4919
H1 2.7818 4.1063 -2.5747
H2 3.8395 3.4394 -3.9416
H3 4.4250 4.8968 -2.9508
H4 3.1154 3.3024 -0.0609
H5 4.4440 1.8899 1.5171
H6 6.6382 0.6989 0.9919
H7 7.7490 0.9706 -1.4423
C9 0.6707 0.7270 -0.7512
C10 0.6039 0.9954 0.7494
N3 -0.1471 2.1938 1.1044
C11 0.0217 2.5845 2.5056
C12 -0.5062 1.6313 3.5758
C13 -1.5148 2.2738 0.5978
C14 -2.4818 1.1585 0.9881
H8 1.0866 1.5850 -1.2878
H9 1.3165 -0.1346 -0.9433
H10 -0.3108 0.4948 -1.1694
H11 1.6377 1.1103 1.0975
H12 0.2036 0.1035 1.2455
H13 -0.4269 3.5714 2.6606
H14 1.0937 2.7342 2.6857
H15 -1.5927 1.6728 3.6535
H16 -0.1084 1.9222 4.5525
H17 -0.2059 0.5958 3.3995
H18 -1.4715 2.3173 -0.4965
H19 -1.9522 3.2367 0.8827
H20 -2.0313 0.1658 0.9160
H21 -3.3463 1.1709 0.3179
H22 -2.8653 1.2938 1.9997
C15 -5.7920 -5.2990 1.5690
C16 -4.8396 -4.7638 0.5045
N4 -4.8689 -3.3119 0.3609
C17 -4.1632 -2.8372 -0.8294
C18 -2.6537 -3.0649 -0.8970
C19 -4.6289 -2.5373 1.5736
C20 -3.3095 -2.7621 2.3091
H23 -6.8186 -4.9761 1.3781
H24 -5.7766 -6.3922 1.5610
H25 -5.5048 -4.9786 2.5731
H26 -5.1378 -5.2181 -0.4464
H27 -3.8291 -5.1299 0.7235
H28 -4.3647 -1.7689 -0.9654
H29 -4.6168 -3.3197 -1.7028
H30 -2.1110 -2.3736 -0.2506
H31 -2.3025 -2.8850 -1.9179
H32 -2.3722 -4.0868 -0.6335
H33 -5.4465 -2.7387 2.2749
H34 -4.7304 -1.4693 1.3502
H35 -3.0463 -3.8189 2.3906
H36 -3.3852 -2.3684 3.3273
H37 -2.4853 -2.2343 1.8272

Energy relative to the best compared isomer or geometry (same formula, charge and spin)   356.7 kJ/mol
Spin multiplicity   1
E_LUMO   -5.4 eV
Charge   +1
E_HOMO   -0.351 hartree